No. 1
A cluster of 2 separate species, C21H26BNO6S in total. Source: the Open Molecules 2025 dataset; level of theory: ωB97M-V/def2-TZVPD.

Calculated values
- gap between HOMO and LUMO (Ha) = 0.048
- molecular weight (g mol⁻¹) = 431.3
- max |F| (eV/A) = 1.86
- E_LUMO (eV) = 3.40
- 2S+1 = 1
- HOMO level (eV) = 2.082
- DFT total energy (Eh) = -1745.0362
- total charge = -2

```
56
Properties=species:S:1:pos:R:3:forces:R:3
C 7.30919 1.95339 1.64129 -0.588 0.554 -0.225
C 6.88284 2.08533 0.14918 0.311 -0.226 -0.090
C 5.98631 0.94113 -0.36862 -0.036 -0.241 0.286
C 4.87914 0.46901 0.62107 -0.610 -0.070 -0.295
C 3.46998 0.51180 0.02840 1.007 -0.736 0.284
C 2.72352 1.67062 -0.00686 0.073 0.875 -0.010
C 1.45192 1.69846 -0.55018 -0.425 -0.133 -0.179
C 0.88955 0.52607 -1.05200 0.137 0.528 0.025
C 1.64489 -0.64031 -0.97904 -1.025 -1.145 -0.458
C 2.92122 -0.67193 -0.46102 0.019 0.468 0.069
S 0.83366 -2.11114 -1.60488 0.046 0.039 0.012
C -0.84153 -1.81015 -1.00574 0.786 -0.173 -0.199
C -1.63590 -2.83853 -0.48891 0.054 -0.335 -0.333
B -1.00640 -4.28228 -0.44119 0.212 -0.332 0.943
C -0.17044 -4.70553 0.86180 0.450 -0.026 -0.624
O -1.09174 -5.20065 -1.46502 0.302 0.840 -0.473
C -2.90314 -2.48163 -0.03169 0.449 -0.576 0.084
C -3.30735 -1.16350 -0.09824 -1.668 0.393 0.717
C -2.52224 -0.16512 -0.61808 0.495 -0.234 -0.243
O -2.88229 1.15419 -0.72185 0.069 0.245 0.511
C -3.90311 1.52779 0.20949 0.107 -0.188 -0.261
C -4.08769 3.05270 0.32128 -1.340 0.578 -0.620
C -5.61292 3.34299 0.21839 0.180 0.080 0.953
O -3.44399 3.77437 -0.73806 0.536 -0.286 -0.015
C -1.25000 -0.50287 -1.07905 -0.416 0.732 -0.338
N -0.39721 0.50836 -1.61304 0.460 -0.096 0.390
H 6.79536 2.74489 2.20716 0.318 -0.214 0.052
H 6.98478 1.01531 2.10578 0.342 0.051 -0.247
H 8.39011 2.09680 1.74553 -0.240 -0.142 0.145
H 6.40408 3.05978 -0.02032 0.019 -0.247 0.116
H 7.80733 2.09668 -0.44924 -0.338 0.054 -0.027
H 5.48643 1.18964 -1.31466 0.289 0.216 0.195
H 6.63490 0.08161 -0.60352 -0.161 0.191 0.125
H 5.06639 -0.57923 0.89106 0.040 0.295 0.130
H 4.84608 1.04323 1.55699 0.292 -0.019 -0.247
H 3.14216 2.59982 0.38733 -0.037 -0.240 -0.022
H 0.84000 2.60086 -0.58118 0.292 -0.064 0.111
H 3.49267 -1.59942 -0.43944 -0.212 0.139 0.063
H 0.71852 -4.05423 0.92820 -0.379 0.028 0.202
H 0.23051 -5.73099 0.77449 -0.291 0.163 0.214
H -0.77465 -4.59784 1.77106 0.193 -0.015 -0.155
H -0.28551 -5.72831 -1.50116 -0.383 -0.331 0.286
H -3.57706 -3.21898 0.41199 -0.104 0.282 -0.268
H -4.30892 -0.94349 0.30364 0.075 -0.344 -0.200
H -4.84768 1.06480 -0.10761 0.194 0.093 0.112
H -3.64418 1.11024 1.19346 -0.178 0.120 -0.141
H -3.74016 3.47267 1.27734 0.181 -0.500 -0.089
H -5.92856 3.44860 -0.82499 0.196 -0.127 0.193
H -6.19964 2.54223 0.69104 0.127 0.161 -0.169
H -5.83729 4.26372 0.78272 -0.066 -0.085 -0.374
H -3.46266 4.71073 -0.51469 -0.108 -0.159 0.044
H -0.82230 1.42746 -1.56974 -0.242 -0.200 0.039
C -6.85638 -2.68109 0.01624 0.807 -0.777 0.988
O -7.47038 -2.17749 -0.98503 -0.132 0.192 -0.168
O -6.57728 -3.95008 0.11343 -0.241 -0.118 -0.648
O -6.44292 -1.95054 1.02670 0.164 1.064 -0.173
```
Forces are in eV/Å.

Atom charges from the Löwdin analysis, given in e for atoms 1 to 4: number 1, C, carries -0.12; number 2, C, carries -0.26; number 3, C, carries -0.20; number 4, C, carries -0.16

---

No. 2
An isolated molecule of C21H26ClN3O3. Source: the Open Molecules 2025 dataset; level of theory: ωB97M-V/def2-TZVPD.

Calculated values
- gap between HOMO and LUMO (Ha) = 0.350
- molecular weight (g mol⁻¹) = 403.9
- max |F| (eV/A) = 0.94
- E_LUMO (eV) = 0.64
- energy relative to the best compared isomer or geometry (same formula, charge and spin) (kcal per mole) = 2.3
- 2S+1 = 1
- HOMO level (eV) = -8.897
- DFT total energy (Eh) = -1666.0471

```
54
Properties=species:S:1:pos:R:3:forces:R:3
C 1.56518 -3.74703 2.45273 -0.099 0.168 -0.356
C 1.68210 -3.56042 0.94726 0.452 -0.169 0.316
O 0.60376 -2.77617 0.43251 -0.282 -0.236 -0.089
C 0.71701 -1.45492 0.52900 -0.114 0.330 -0.066
O 1.65929 -0.89711 1.03265 0.050 -0.061 0.115
C -0.50382 -0.71086 -0.01237 -0.072 0.084 0.045
C -1.30184 -0.31437 1.25792 0.085 0.034 -0.149
C -2.50246 0.53862 0.96916 -0.086 0.028 0.101
C -2.40224 1.92551 0.94711 -0.046 -0.047 0.030
C -3.50692 2.70759 0.66019 0.008 0.015 -0.018
C -4.73270 2.12295 0.39282 -0.063 -0.066 -0.014
C -4.83497 0.74229 0.42880 0.176 0.107 0.027
Cl -6.36096 -0.01098 0.11439 -0.163 -0.076 -0.034
C -3.73583 -0.04936 0.71605 -0.071 0.107 0.016
C -1.34446 -1.56002 -0.96922 0.232 -0.131 -0.056
C -0.57462 -1.87491 -2.25073 -0.102 0.227 -0.028
C -0.06520 -0.58375 -2.88610 0.084 -0.305 -0.368
N 0.72987 0.16962 -1.93873 -0.164 0.025 -0.131
C 2.08867 0.12978 -2.04040 0.110 0.098 -0.085
O 2.64865 -0.50269 -2.92038 0.164 -0.212 -0.030
C 2.84351 0.93917 -1.06711 0.521 0.190 0.199
C 2.67090 2.28415 -0.68170 0.135 -0.448 -0.068
N 3.59864 2.64983 0.17785 -0.026 0.872 0.350
N 4.37317 1.58616 0.36418 -0.149 -0.340 -0.561
C 5.43436 1.61027 1.33328 0.212 -0.033 0.597
C 4.95198 1.07132 2.67834 0.090 0.104 -0.193
C 3.96669 0.53810 -0.37013 -0.350 0.089 -0.337
C 0.00499 0.54381 -0.75105 -0.008 -0.029 0.456
H 1.64499 -2.78537 2.95399 0.028 0.031 0.063
H 2.36446 -4.39399 2.80235 0.081 -0.083 0.069
H 0.60816 -4.19879 2.70316 -0.057 -0.073 0.051
H 2.62650 -3.06678 0.69641 -0.139 -0.131 -0.031
H 1.61098 -4.51584 0.42367 0.022 0.142 0.022
H -0.62364 0.22396 1.92370 -0.011 -0.050 0.042
H -1.61815 -1.23345 1.75649 0.033 -0.004 0.066
H -1.45452 2.39495 1.16398 0.127 0.052 0.031
H -3.41589 3.78302 0.64568 0.001 0.101 0.001
H -5.59772 2.72606 0.16788 -0.097 0.030 -0.019
H -3.84568 -1.12226 0.75039 -0.023 -0.124 -0.005
H -2.24420 -0.99525 -1.22508 -0.025 -0.015 0.019
H -1.64667 -2.48639 -0.47908 -0.111 0.041 0.031
H -1.22307 -2.39946 -2.95369 0.018 -0.043 -0.029
H 0.27581 -2.52006 -2.02727 0.008 -0.036 -0.067
H -0.90833 0.04247 -3.19941 0.015 -0.017 -0.007
H 0.56744 -0.80050 -3.74828 -0.158 0.078 0.073
H 1.93584 2.98741 -1.02121 -0.157 0.168 -0.035
H 6.26650 1.00850 0.95758 -0.079 0.124 -0.033
H 5.75705 2.64860 1.43590 0.008 -0.148 -0.129
H 4.56772 0.06062 2.56289 -0.027 -0.102 0.028
H 4.15327 1.69967 3.06383 -0.069 0.039 0.048
H 5.76974 1.06112 3.39374 0.072 -0.014 0.107
H 4.46801 -0.40740 -0.35167 0.127 -0.214 0.026
H -0.85015 1.16366 -1.04128 0.062 -0.048 0.061
H 0.65532 1.10993 -0.08501 -0.175 -0.027 -0.053
```
Forces are in eV/Å.

Atom charges from the Löwdin analysis, given in e for atoms 1 to 4: number 1, C, carries -0.06; number 2, C, carries -0.20; number 3, O, carries 0.00; number 4, C, carries -0.44

---

No. 3
A structure of composition C21H26CuN5O3. Source: the Open Molecules 2025 dataset; level of theory: ωB97M-V/def2-TZVPD.

Calculated values
- gap between HOMO and LUMO (spin up / spin down) (Ha) = 0.229 / 0.121
- molecular weight (g mol⁻¹) = 460.0
- max |F| (eV/A) = 1.60
- E_LUMO (spin up / spin down) (eV) = -3.89 / -6.81
- 2S+1 = 2
- HOMO level (spin up / spin down) (eV) = -10.115 / -10.106
- DFT total energy (Eh) = -2955.4709
- total charge = +1

```
56
Properties=species:S:1:pos:R:3:forces:R:3
Cu -4.18201 0.12574 -0.07691 0.991 -0.230 0.210
O -0.46276 -0.83816 0.58957 -1.104 0.396 0.359
C -1.76101 -0.53205 0.28164 -1.136 1.100 -0.217
O -2.11656 -0.31276 -0.89230 0.363 -0.318 -0.397
O -2.53291 -0.36965 1.26300 -0.280 -0.314 0.101
H -0.57559 -0.84921 1.56330 0.999 -0.535 -0.136
N 0.61928 -3.87617 3.13408 0.175 0.427 0.381
C -0.05684 -2.68812 3.22287 -0.055 -0.318 -0.514
C 0.86995 -1.67871 3.14199 -0.009 -0.156 0.714
C 2.15997 -2.28980 3.13807 -0.051 0.776 -0.601
C 1.97269 -3.63442 3.11233 -0.377 -0.687 -0.033
H 0.19435 -4.78268 3.21700 0.032 -0.007 -0.028
H -1.13428 -2.68874 3.26858 0.010 0.149 0.058
H 0.66535 -0.61877 3.19428 0.033 -0.007 0.110
H 3.08596 -1.74369 3.06398 0.121 -0.211 0.135
H 2.65368 -4.46747 3.07541 0.135 0.122 0.020
N -1.47581 0.58038 -3.80305 0.337 0.056 0.360
C -2.09038 0.12564 -4.93777 0.213 0.359 0.519
C -1.91735 1.08950 -5.90454 -0.744 -0.403 0.246
C -1.17649 2.15407 -5.32857 -0.160 -0.323 -0.567
C -0.91642 1.80303 -4.02703 0.523 0.147 -0.611
H -1.34709 0.08867 -2.93312 -0.276 -0.234 -0.096
H -2.61775 -0.81181 -4.89763 -0.051 0.005 -0.271
H -2.41996 1.04499 -6.85764 0.320 0.133 -0.150
H -0.85847 3.00661 -5.90510 0.105 0.203 0.366
H -0.20069 2.24631 -3.35299 -0.305 0.072 0.275
N 1.38627 1.12661 -0.35490 0.046 0.524 -0.160
C 2.38048 1.30069 -1.23497 0.686 -0.751 0.251
C 3.26363 2.31071 -0.72535 -0.191 0.430 0.286
C 2.73080 2.74773 0.45861 -0.082 0.376 -0.470
C 1.52170 2.03793 0.65715 -0.218 -0.781 -0.007
H 0.69748 0.37917 -0.40336 -0.199 0.022 0.140
H 2.52523 0.59443 -2.04388 -0.169 0.220 -0.193
H 4.15833 2.70176 -1.18026 -0.017 -0.210 -0.199
H 3.09551 3.56126 1.06279 -0.010 -0.106 0.146
H 0.77245 2.08137 1.43606 0.094 0.162 0.107
N 0.67326 -2.18060 -1.62523 0.646 0.188 -0.571
C -0.25006 -2.37958 -2.61555 -0.387 -0.659 0.184
C 0.40712 -2.68096 -3.78100 0.126 0.491 0.176
C 1.79880 -2.58820 -3.50619 -0.059 -0.267 -0.099
C 1.93018 -2.28831 -2.17864 0.107 -0.265 0.544
H 0.51583 -2.09237 -0.63644 -0.292 -0.041 -0.135
H -1.30127 -2.40898 -2.38007 0.003 0.147 -0.058
H -0.04439 -2.90398 -4.73221 -0.054 0.029 0.005
H 2.59698 -2.82801 -4.18894 0.045 0.164 0.004
H 2.78756 -2.30856 -1.52154 0.077 0.134 -0.171
N -1.02858 1.76417 4.88981 0.281 -0.166 -0.519
C -1.31578 1.74128 3.54988 -0.100 0.556 -0.189
C -2.03461 2.87568 3.26176 0.201 -0.242 -0.172
C -2.17137 3.61199 4.46241 -0.326 0.080 0.051
C -1.54042 2.90474 5.45007 0.259 -0.244 0.040
H -0.37336 1.13396 5.31738 -0.178 -0.012 0.253
H -1.02343 0.96744 2.86143 -0.006 -0.245 0.325
H -2.41024 3.13954 2.28606 -0.090 0.021 0.041
H -2.74600 4.51724 4.56563 0.148 0.059 0.164
H -1.38097 3.07915 6.50005 -0.152 0.184 -0.005
```
Forces are in eV/Å.

Atom charges from the Löwdin analysis, given in e for atoms 1 to 4: number 1, Cu, carries 0.71; number 2, O, carries 0.02; number 3, C, carries -0.76; number 4, O, carries -0.02

---

No. 4
A structure of composition C21H26FN3O4S2V. Source: the Open Molecules 2025 dataset; level of theory: ωB97M-V/def2-TZVPD.

Calculated values
- gap between HOMO and LUMO (spin up / spin down) (Ha) = 0.260 / 0.259
- molecular weight (g mol⁻¹) = 518.5
- max |F| (eV/A) = 3.49
- E_LUMO (spin up / spin down) (eV) = -9.53 / -9.54
- 2S+1 = 1
- HOMO level (spin up / spin down) (eV) = -16.601 / -16.601
- DFT total energy (Eh) = -3120.3450
- total charge = +3

```
58
Properties=species:S:1:pos:R:3:forces:R:3
V -7.32073 -11.72606 8.31653 -0.373 -0.131 1.085
F -13.69341 -12.23405 7.05276 0.547 -0.226 0.230
C -12.89144 -13.06459 7.76626 -3.195 -0.709 -0.413
C -11.60340 -12.87116 7.83834 2.444 -0.261 0.615
C -10.80435 -13.67825 8.71031 -1.862 -0.756 0.249
C -9.43925 -13.46253 8.83959 0.470 -1.930 -0.153
O -8.95071 -12.56239 8.06101 1.224 1.729 -0.604
C -8.68087 -14.37451 9.61019 0.005 0.569 1.834
C -9.35243 -15.18742 10.55219 -1.279 1.159 -2.992
N -10.67648 -15.37704 10.42025 -0.052 -0.481 1.344
C -11.40504 -16.14314 11.49499 0.354 -2.246 -2.648
C -10.78790 -17.38256 12.04356 0.247 -0.372 -1.450
C -11.90360 -17.59374 11.03635 0.282 1.442 0.580
C -11.42665 -14.71686 9.44940 0.615 0.908 0.088
C -12.79371 -14.94631 9.23623 -0.004 -1.440 0.878
C -13.54104 -14.18102 8.40749 0.840 1.203 -0.232
N -14.87223 -14.40183 8.27066 -1.388 0.803 -0.422
C -15.43828 -14.44717 6.92251 0.397 -0.869 -0.465
C -16.88609 -13.99590 6.85166 -0.584 1.404 -0.359
N -17.25947 -13.51304 8.22407 -1.065 -0.354 0.306
C -17.05720 -14.52457 9.36152 -0.104 1.998 -0.383
C -15.63555 -15.07490 9.28506 0.027 -0.575 1.322
C -7.20442 -14.23969 9.82602 -0.848 1.325 -1.529
O -6.50537 -14.85833 10.52269 0.539 -0.730 0.799
O -6.70528 -13.22546 8.98075 0.326 0.272 0.013
H -11.13399 -12.12645 7.24651 0.271 0.696 -0.238
H -8.82180 -15.66378 11.32030 0.497 -0.725 0.977
H -12.01427 -15.51072 12.05213 -0.917 0.869 0.992
H -10.97794 -17.61507 13.05666 -0.223 -0.083 0.904
H -9.77838 -17.66083 11.72155 -0.401 0.120 0.114
H -12.89685 -18.00265 11.25195 0.442 0.521 0.677
H -11.66191 -17.85836 10.02164 0.601 0.055 -0.177
H -13.34058 -15.79192 9.65417 0.745 0.150 0.263
H -15.44621 -15.49097 6.55262 0.466 0.380 0.063
H -14.81999 -13.82289 6.29016 -0.050 -0.246 -0.220
H -17.53072 -14.82136 6.53151 -0.112 0.333 0.385
H -17.06886 -13.11130 6.16341 0.355 -1.176 0.702
H -18.26955 -13.28869 8.26992 0.601 0.259 -0.282
H -16.71867 -12.65342 8.43452 -0.390 -0.571 -0.113
H -17.86695 -15.22359 9.35687 -0.206 -0.775 -0.566
H -17.30857 -13.88998 10.20791 0.637 -0.174 0.532
H -15.71081 -16.13884 9.10807 0.088 -0.543 -0.226
H -15.16499 -14.97974 10.29156 -0.236 0.170 -0.834
O -6.53131 -10.89510 6.92577 -0.177 0.732 -0.289
S -5.89445 -9.40529 6.56042 -0.684 -2.738 -1.621
C -5.63162 -9.68506 4.67301 -0.814 0.458 -0.087
C -4.10728 -9.62827 4.53044 1.032 1.548 -0.663
C -3.54010 -10.42767 5.67846 -1.439 -0.715 -0.220
C -4.19397 -9.82588 6.87139 -0.530 2.620 1.324
H -6.32546 -8.99286 4.11945 1.141 -0.334 0.567
H -5.99466 -10.70781 4.44736 0.110 0.409 0.595
H -3.65690 -8.57347 4.61271 -0.975 -1.317 -0.405
H -3.76706 -10.06583 3.57717 -0.416 0.339 0.185
H -2.48328 -10.41373 5.76157 0.995 0.114 -0.014
H -3.87879 -11.47105 5.57472 0.288 0.167 0.168
H -3.95248 -8.77255 7.18913 1.163 -0.867 -0.466
H -4.29310 -10.35970 7.78309 0.446 -0.737 0.923
S -7.58863 -10.41309 9.78559 0.129 -0.673 -0.644
```
Forces are in eV/Å.

Atom charges from the Löwdin analysis, given in e for atoms 1 to 4: number 1, V, carries 0.66; number 2, F, carries 0.09; number 3, C, carries -0.17; number 4, C, carries 0.10